--- one ---
# C3H5FOS

A single C3H5FOS molecule (wB97M-V/def2-TZVPD, the Open Molecules 2025 dataset).

Each line ends with the natural charge from an NBO analysis.
CARTESIAN COORDINATES (ANGSTROEM)
C  -0.086  1.015  0.556  -0.63
C  -0.104  -1.090  -0.404  -0.64
C  0.941  -0.050  0.158  0.20
O  -2.451  0.367  -0.799  -0.93
F  1.726  0.380  -0.879  -0.35
S  -1.571  -0.118  0.308  1.20
H  0.179  1.270  1.640  0.23
H  -0.313  1.928  0.080  0.26
H  -0.013  -1.128  -1.512  0.26
H  0.160  -2.139  -0.047  0.23
H  1.533  -0.435  0.899  0.17

Summary:
Spin multiplicity   1
HOMO level   -9.3 eV
LUMO energy   0.683 eV
HOMO-LUMO gap   0.3669 Eh


--- two ---
# C3H5FOS

A single C3H5FOS molecule (wB97M-V/def2-TZVPD, the Open Molecules 2025 dataset).

Each line ends with the natural charge from an NBO analysis.
CARTESIAN COORDINATES (ANGSTROEM)
C  1.157  0.109  0.633  -0.68
C  0.647  -0.390  -0.686  0.53
C  -0.949  -0.471  -0.745  -0.09
H  -0.590  1.344  1.649  0.15
H  2.273  0.062  0.904  0.27
H  0.331  -0.513  1.430  0.27
H  -1.528  -1.393  -1.295  0.22
H  -1.213  0.422  -1.378  0.22
O  1.121  -0.315  -1.825  -0.52
F  -1.710  -0.588  0.480  -0.39
S  0.460  1.732  0.834  0.03

Summary:
SMILES   O=C(CF)CS
Spin multiplicity   1
HOMO level   -9.7 eV
LUMO energy   0.268 eV
HOMO-LUMO gap   0.3658 Eh


Least stable: two


--- one ---
# C3H12N4

2 unconnected molecules or ions with the total composition C3H12N4 (wB97M-V/def2-TZVPD, the Open Molecules 2025 dataset).

Each line ends with the natural charge from an NBO analysis.
CARTESIAN COORDINATES (ANGSTROEM)
C  2.011  0.010  1.269  -0.40
N  1.858  1.397  0.868  -0.61
C  0.665  2.032  0.745  0.29
N  0.480  2.936  -0.136  -0.74
H  3.046  -0.175  1.538  0.20
H  1.347  -0.173  2.112  0.21
H  1.738  -0.679  0.467  0.18
H  2.571  1.748  0.246  0.39
H  -0.085  1.782  1.501  0.15
H  -0.278  3.550  0.141  0.34
N  -1.540  -1.260  0.302  -0.84
C  -0.961  -1.050  -1.032  -0.07
N  -1.654  -1.592  -2.183  -0.84
H  -2.480  -0.881  0.347  0.35
H  -1.656  -2.262  0.425  0.34
H  -0.799  0.020  -1.149  0.19
H  0.012  -1.542  -1.019  0.17
H  -1.674  -2.602  -2.146  0.35
H  -2.602  -1.259  -2.297  0.35

Summary:
SMILES   [H]/N=C/NC.NCN
Spin multiplicity   1
HOMO level   -8.8 eV
LUMO energy   0.972 eV
HOMO-LUMO gap   0.3584 Eh


--- two ---
# C3H12N4

2 unconnected molecules or ions with the total composition C3H12N4 (wB97M-V/def2-TZVPD, the Open Molecules 2025 dataset).

Each line ends with the natural charge from an NBO analysis.
CARTESIAN COORDINATES (ANGSTROEM)
C  -1.235  -0.014  -0.385  -0.19
N  -1.597  -0.540  -1.699  -0.87
N  -1.826  -0.736  0.723  -0.89
H  -1.289  -1.505  -1.774  0.34
H  -2.608  -0.581  -1.826  0.34
H  -2.640  -0.290  1.129  0.35
H  -1.154  -0.923  1.463  0.37
H  -1.556  1.040  -0.370  0.14
H  0.278  0.906  -0.705  0.48
C  1.556  1.541  0.832  -0.42
N  1.326  0.740  -0.388  -0.65
C  0.835  -0.766  -0.131  0.24
N  1.151  -1.310  0.981  -0.83
H  2.120  0.799  -1.030  0.40
H  1.086  -2.324  0.917  0.36
H  0.781  -1.233  -1.113  0.16
H  2.324  1.081  1.449  0.23
H  0.621  1.561  1.390  0.23
H  1.825  2.554  0.537  0.21

Summary:
Spin multiplicity   1
HOMO level   -7.0 eV
LUMO energy   0.767 eV
HOMO-LUMO gap   0.2836 Eh


Least stable: two


--- one ---
# H22O11

11 unconnected molecules or ions with the total composition H22O11 (wB97M-V/def2-TZVPD, the Open Molecules 2025 dataset).

Each line ends with the natural charge from an NBO analysis.
CARTESIAN COORDINATES (ANGSTROEM)
O  -0.715  1.969  4.155  -0.94
H  -1.155  1.501  4.864  0.46
H  -1.039  1.553  3.356  0.47
O  -2.930  -1.548  -4.245  -0.94
H  -2.109  -1.651  -3.764  0.48
H  -2.683  -1.641  -5.165  0.46
O  1.462  2.636  -3.399  -0.95
H  0.587  2.403  -3.090  0.48
H  1.311  3.286  -4.084  0.47
O  1.766  -4.519  0.411  -0.94
H  1.682  -4.981  1.246  0.47
H  1.078  -4.892  -0.140  0.47
O  0.429  -0.136  0.183  -0.96
H  0.672  -0.661  -0.580  0.48
H  1.263  0.151  0.553  0.48
O  3.135  1.582  1.874  -0.94
H  4.059  1.444  1.661  0.47
H  2.965  0.986  2.603  0.47
O  -0.385  -2.141  3.666  -0.95
H  0.220  -2.163  2.924  0.48
H  0.101  -1.694  4.359  0.47
O  -1.963  2.039  -1.784  -0.95
H  -2.887  2.126  -1.550  0.47
H  -1.592  1.487  -1.096  0.48
O  -3.744  -0.879  2.100  -0.94
H  -4.414  -1.222  2.691  0.47
H  -2.925  -1.260  2.418  0.48
O  0.397  -1.868  -2.854  -0.95
H  0.387  -2.766  -2.524  0.47
H  0.751  -1.942  -3.740  0.48
O  2.080  4.650  -0.274  -0.95
H  2.113  3.929  0.354  0.47
H  2.085  4.222  -1.130  0.48

Summary:
SMILES   O.O.O.O.O.O.O.O.O.O.O
Spin multiplicity   1
HOMO level   -10.8 eV
LUMO energy   -0.090 eV
HOMO-LUMO gap   0.3924 Eh


--- two ---
# H22O11

11 unconnected molecules or ions with the total composition H22O11 (wB97M-V/def2-TZVPD, the Open Molecules 2025 dataset).

Each line ends with the natural charge from an NBO analysis.
CARTESIAN COORDINATES (ANGSTROEM)
H  0.161  -1.365  0.634  0.48
H  -0.284  -0.104  -0.110  0.47
H  -3.772  -1.305  2.592  0.48
H  -2.612  -2.082  1.805  0.48
H  -4.828  0.200  -0.255  0.46
H  -5.024  0.650  -1.670  0.48
H  0.712  5.052  -0.409  0.47
H  1.379  3.658  -0.685  0.47
H  2.649  0.156  1.806  0.51
H  2.710  -1.455  1.667  0.47
H  3.496  -3.675  -1.757  0.48
H  2.638  -3.359  -0.462  0.48
H  -1.033  -4.042  -0.839  0.47
H  -0.811  -2.789  0.072  0.47
H  4.552  1.063  0.943  0.47
H  3.378  1.378  0.211  0.47
H  -2.018  1.996  2.507  0.47
H  -1.832  2.155  3.970  0.46
H  2.649  0.907  -2.653  0.48
H  2.942  0.576  -1.218  0.46
H  -2.536  0.839  -2.418  0.47
H  -2.943  1.307  -3.715  0.46
O  -0.092  -0.966  -0.197  -0.94
O  -3.540  -1.684  1.772  -0.95
O  -4.486  0.724  -0.875  -0.94
O  1.576  4.534  -0.436  -0.94
O  2.195  -0.674  1.439  -1.00
O  3.354  -3.837  -0.808  -0.96
O  -0.379  -3.343  -0.587  -0.94
O  3.735  1.510  1.086  -0.92
O  -1.552  1.566  3.316  -0.93
O  2.931  1.360  -1.875  -0.94
O  -3.313  1.052  -2.850  -0.92

Summary:
SMILES   O.O.O.O.O.O.O.O.O.O.O
Spin multiplicity   1
HOMO level   -10.9 eV
LUMO energy   -0.005 eV
HOMO-LUMO gap   0.3997 Eh


Least stable: two


--- one ---
# H22O11

11 unconnected molecules or ions with the total composition H22O11 (wB97M-V/def2-TZVPD, the Open Molecules 2025 dataset).

Each line ends with the natural charge from an NBO analysis.
CARTESIAN COORDINATES (ANGSTROEM)
O  2.285  2.984  -1.753  -0.95
H  2.430  3.884  -1.476  0.46
H  1.510  2.798  -1.243  0.47
O  2.615  -0.995  0.365  -0.94
H  3.403  -1.115  0.926  0.48
H  3.013  -0.567  -0.410  0.47
O  -2.672  1.873  0.706  -0.94
H  -3.510  2.323  0.594  0.46
H  -2.150  2.171  -0.065  0.47
O  -0.009  0.213  0.862  -0.97
H  0.150  1.040  0.344  0.49
H  0.712  -0.215  0.509  0.48
O  -0.869  0.166  3.824  -0.99
H  -0.699  0.450  4.730  0.48
H  -0.153  0.187  3.137  0.51
O  0.034  -3.354  -1.382  -0.96
H  -0.017  -2.836  -0.588  0.49
H  -0.260  -4.224  -1.199  0.47
O  -1.725  0.497  -2.087  -0.98
H  -1.875  -0.125  -1.395  0.49
H  -0.797  0.460  -2.160  0.47
O  -0.075  2.604  -0.575  -0.95
H  -0.076  3.385  -0.004  0.50
H  -0.292  2.887  -1.422  0.50
O  1.029  -0.122  -2.151  -0.94
H  1.843  0.246  -1.811  0.46
H  1.283  -1.033  -2.255  0.49
O  -2.212  -1.137  -0.057  -0.99
H  -1.478  -0.576  0.213  0.49
H  -2.433  -1.690  0.673  0.48
O  0.027  -3.313  1.456  -0.94
H  0.453  -4.166  1.691  0.47
H  0.525  -2.709  2.019  0.48

Summary:
SMILES   O.O.O.O.O.O.O.O.O.O.O
Spin multiplicity   1
HOMO level   -10.0 eV
LUMO energy   -0.185 eV
HOMO-LUMO gap   0.3622 Eh


--- two ---
# H22O11

A molecular structure, H22O11 (wB97M-V/def2-TZVPD, the Open Molecules 2025 dataset).

Each line ends with the natural charge from an NBO analysis.
CARTESIAN COORDINATES (ANGSTROEM)
O  0.413  -2.483  -0.514  -1.02
H  0.209  -2.041  0.310  0.40
H  0.922  -1.843  -1.011  0.48
O  0.992  1.437  -1.227  -0.94
H  0.669  0.884  -0.516  0.41
H  0.864  2.332  -0.912  0.42
O  -1.274  -1.045  -1.441  -0.88
H  -1.254  -0.788  -0.520  0.43
H  -2.160  -1.380  -1.578  0.45
O  -1.288  2.232  -0.378  -0.97
H  -1.773  2.002  0.415  0.42
H  -0.371  2.245  -0.103  0.40
O  -1.777  -0.480  0.478  -0.86
H  -1.733  -0.281  1.413  0.45
H  -2.095  -1.381  0.439  0.55
O  0.160  0.242  -0.023  -0.90
H  0.553  -0.388  0.581  0.49
H  -0.764  0.266  0.223  0.47
O  1.980  -1.186  -0.631  -1.02
H  2.206  -0.643  -1.386  0.48
H  2.314  -0.700  0.123  0.42
O  0.515  -1.577  1.301  -0.89
H  1.254  -2.178  1.216  0.55
H  0.535  -1.300  2.217  0.48
O  2.300  -0.039  0.837  -0.84
H  1.943  0.841  0.714  0.52
H  3.132  0.101  1.288  0.50
O  -0.466  0.782  -2.526  -1.04
H  -0.831  -0.050  -2.223  0.44
H  -0.178  1.223  -1.727  0.44
O  -1.849  1.719  1.376  -0.80
H  -1.397  1.005  1.825  0.45
H  -1.750  2.471  1.959  0.51

Summary:
Spin multiplicity   1
HOMO level   -6.6 eV
LUMO energy   -1.474 eV
HOMO-LUMO gap   0.1890 Eh


--- three ---
# H22O11

10 unconnected molecules or ions with the total composition H22O11 (wB97M-V/def2-TZVPD, the Open Molecules 2025 dataset).

Each line ends with the natural charge from an NBO analysis.
CARTESIAN COORDINATES (ANGSTROEM)
H  0.279  -0.327  0.018  0.46
H  -0.196  -1.297  -1.051  0.46
H  -2.224  -2.371  -4.416  0.47
H  -2.738  -0.942  -4.344  0.46
H  0.506  -3.726  -4.754  0.46
H  1.419  -2.591  -4.318  0.47
H  1.840  1.679  1.072  0.47
H  1.326  2.755  2.014  0.49
H  -1.015  0.767  0.165  0.46
H  -0.157  1.137  -1.034  0.48
H  0.226  -1.305  3.680  0.48
H  -0.538  -0.114  3.124  0.45
H  -3.198  -0.380  0.486  0.46
H  -4.343  0.198  -0.330  0.47
H  3.176  -0.906  4.215  0.47
H  2.858  -1.828  3.049  0.47
H  2.246  3.971  -0.615  0.48
H  0.776  3.723  -0.319  0.46
H  -1.220  2.911  0.531  0.46
H  -0.541  4.270  0.581  0.46
H  1.765  -2.925  0.365  0.42
H  0.319  -2.502  0.165  0.47
O  0.575  -1.072  -0.518  -0.90
O  -1.925  -1.459  -4.324  -0.93
O  0.582  -3.018  -4.103  -0.93
O  1.180  1.838  1.756  -0.96
O  -0.956  0.657  -0.791  -0.92
O  -0.086  -0.424  3.917  -0.94
O  -4.089  -0.580  0.179  -0.93
O  2.599  -1.634  3.957  -0.94
O  1.611  3.943  0.109  -0.94
O  -1.217  3.741  1.021  -0.91
O  1.162  -2.187  0.510  -0.92

Summary:
Spin multiplicity   1
HOMO level   -6.7 eV
LUMO energy   -0.288 eV
HOMO-LUMO gap   0.2366 Eh


Least stable: two


--- one ---
# H22O11

11 unconnected molecules or ions with the total composition H22O11 (wB97M-V/def2-TZVPD, the Open Molecules 2025 dataset).

Each line ends with the natural charge from an NBO analysis.
CARTESIAN COORDINATES (ANGSTROEM)
H  -0.464  0.114  -0.111  0.48
H  -0.528  0.494  -1.582  0.46
H  1.983  -2.364  -2.346  0.46
H  0.960  -1.333  -2.793  0.45
H  0.560  -2.268  3.421  0.48
H  0.811  -0.774  3.296  0.46
H  -1.520  3.594  1.734  0.46
H  -1.758  2.953  3.091  0.46
H  -3.127  -1.990  -1.102  0.45
H  -2.112  -1.215  -0.277  0.50
H  1.256  -0.251  -5.085  0.46
H  2.028  -1.088  -6.092  0.47
H  -2.948  1.911  1.886  0.45
H  -4.109  1.075  1.373  0.47
H  3.170  2.743  0.492  0.47
H  2.234  3.881  0.860  0.49
H  1.650  -0.244  -0.326  0.47
H  1.074  0.644  -1.417  0.42
H  0.978  0.755  2.104  0.45
H  1.903  1.544  1.192  0.47
H  -1.103  -4.045  1.209  0.45
H  -1.566  -3.585  -0.163  0.49
O  -1.025  0.041  -0.891  -0.93
O  1.204  -1.885  -2.042  -0.90
O  1.103  -1.625  2.950  -0.93
O  -1.190  3.587  2.640  -0.92
O  -2.535  -2.078  -0.346  -0.96
O  2.074  -0.749  -5.191  -0.94
O  -3.301  1.014  1.894  -0.93
O  2.290  3.091  0.311  -0.94
O  1.530  -0.194  -1.281  -0.90
O  1.447  1.595  2.039  -0.94
O  -0.969  -3.350  0.556  -0.94

Summary:
SMILES   O.O.O.O.O.O.O.O.O.O.O
Spin multiplicity   1
HOMO level   -8.6 eV
LUMO energy   0.062 eV
HOMO-LUMO gap   0.3168 Eh


--- two ---
# H22O11

11 unconnected molecules or ions with the total composition H22O11 (wB97M-V/def2-TZVPD, the Open Molecules 2025 dataset).

Each line ends with the natural charge from an NBO analysis.
CARTESIAN COORDINATES (ANGSTROEM)
O  -0.693  -2.678  -2.556  -0.97
H  -1.131  -2.082  -1.901  0.49
H  -0.525  -2.189  -3.348  0.46
O  0.416  1.109  -2.224  -0.97
H  1.130  1.278  -2.852  0.50
H  -0.421  1.349  -2.709  0.51
O  4.053  -0.917  0.619  -0.96
H  4.034  -0.780  -0.323  0.46
H  3.285  -0.587  1.017  0.49
O  0.450  1.900  3.028  -0.94
H  0.005  2.256  2.229  0.48
H  0.166  1.019  3.224  0.46
O  -2.071  -2.003  0.070  -1.01
H  -1.444  -1.207  0.028  0.49
H  -1.586  -2.791  0.284  0.48
O  0.600  -3.103  0.815  -0.94
H  1.150  -3.038  0.038  0.50
H  0.862  -3.864  1.285  0.49
O  1.746  -0.891  1.775  -0.98
H  1.277  -0.744  2.581  0.48
H  1.379  -1.718  1.426  0.49
O  0.546  3.792  -1.394  -0.95
H  0.119  4.097  -2.183  0.47
H  0.354  2.874  -1.297  0.48
O  -2.480  0.798  1.824  -0.96
H  -3.236  0.952  1.223  0.47
H  -1.674  0.727  1.263  0.48
O  -1.969  2.153  -0.977  -0.97
H  -2.877  1.995  -0.918  0.48
H  -1.570  2.340  -0.105  0.49
O  -0.361  -0.019  0.137  -1.00
H  0.090  0.333  -0.692  0.52
H  0.372  -0.357  0.605  0.49

Summary:
SMILES   O.O.O.O.O.O.O.O.O.O.O
Spin multiplicity   1
HOMO level   -10.7 eV
LUMO energy   -0.291 eV
HOMO-LUMO gap   0.3820 Eh


Least stable: one


--- one ---
# C4H3N

A single C4H3N molecule (wB97M-V/def2-TZVPD, the Open Molecules 2025 dataset).

Each line ends with the natural charge from an NBO analysis.
CARTESIAN COORDINATES (ANGSTROEM)
C  1.857  0.754  -0.143  -0.56
C  0.732  0.196  -0.496  0.19
C  -0.407  -0.339  -0.746  -0.35
C  -1.504  -0.674  -0.145  0.47
N  -2.592  -1.058  0.257  -0.62
H  2.685  0.143  0.205  0.24
H  -2.721  -0.856  1.247  0.39
H  1.950  1.834  -0.179  0.24

Summary:
SMILES   C=C=C=C=N
Spin multiplicity   1
HOMO level (alpha / beta)   -8.7 / -8.7 eV
LUMO energy (alpha / beta)   0.249 / 0.249 eV
HOMO-LUMO gap (alpha / beta)   0.3271 / 0.3271 Eh


--- two ---
# C4H3N

A single C4H3N molecule (wB97M-V/def2-TZVPD, the Open Molecules 2025 dataset).

Each line ends with the natural charge from an NBO analysis.
CARTESIAN COORDINATES (ANGSTROEM)
C  -1.034  0.060  -0.003  -0.60
C  0.438  0.402  -0.070  -0.48
C  0.996  1.577  -0.274  0.37
C  1.473  -0.586  0.091  0.26
N  2.318  -1.368  0.215  -0.26
H  -1.642  0.946  -0.202  0.24
H  -1.280  -0.325  0.990  0.24
H  -1.268  -0.706  -0.746  0.24

Summary:
Spin multiplicity   1
HOMO level   -10.8 eV
LUMO energy   -1.410 eV
HOMO-LUMO gap   0.3443 Eh


Least stable: two